No. 1
C22H33N3O2 in the gas phase, computed with ωB97M-V/def2-TZVPD.

Cartesian coordinates (Å):
H (-0.35, -2.63, 0.50)
C (-5.86, -2.17, 0.25)
H (-6.27, 0.40, -0.55)
C (4.14, 1.13, -0.22)
H (1.23, -2.65, 1.28)
H (3.47, 1.13, 0.64)
H (-0.95, 0.93, 3.53)
H (-2.30, 2.14, -2.61)
H (3.24, -2.82, 0.44)
N (2.51, -1.22, -0.67)
H (0.62, -1.49, -1.48)
H (1.47, -3.02, -1.18)
H (1.50, 1.33, 2.27)
H (-1.00, 1.14, -1.93)
H (-5.55, -2.53, 1.23)
C (3.30, 0.99, -1.49)
C (1.29, -2.00, -0.79)
H (4.18, -2.47, -1.01)
C (-5.24, 0.10, -0.65)
C (-0.54, -0.51, 2.03)
H (5.62, -0.26, -0.98)
H (-5.95, -3.02, -0.42)
C (0.54, 1.84, 2.19)
H (-2.62, 3.21, -0.36)
C (5.18, 0.03, -0.02)
C (-4.30, 1.00, -1.12)
N (-1.04, 2.21, 0.54)
H (-2.31, 2.39, 2.20)
H (-6.85, -1.71, 0.35)
C (4.60, -1.20, 0.68)
C (-0.67, 0.95, 2.47)
C (-2.60, -0.65, -0.90)
H (-3.22, -2.55, -0.14)
O (-1.25, -1.37, 2.51)
H (0.56, 2.69, 2.87)
C (-2.97, 0.64, -1.25)
H (5.99, 0.42, 0.60)
H (4.63, 2.10, -0.25)
C (-1.78, 1.62, 1.63)
C (-4.87, -1.18, -0.28)
C (2.87, -0.44, -1.84)
C (0.60, -2.10, 0.57)
H (0.99, -0.07, 0.70)
C (0.27, 2.38, 0.79)
H (3.69, -0.94, -2.39)
H (5.42, -1.86, 0.97)
H (3.86, 1.38, -2.34)
H (2.02, -0.39, -2.52)
H (-1.57, -0.95, -1.00)
H (4.09, -0.88, 1.59)
C (-3.53, -1.55, -0.42)
O (1.08, 2.89, 0.04)
H (-4.62, 2.00, -1.40)
H (2.41, 1.62, -1.36)
C (-1.68, 2.73, -0.65)
N (0.36, -0.76, 1.07)
C (-1.95, 1.64, -1.71)
H (-1.00, 3.48, -1.07)
H (-2.51, 0.89, 1.26)
C (3.63, -2.01, -0.17)

Total charge: 0

These are the natural (NBO) partial charges, in e, on atoms 1 to 8: H 0.220; C -0.627; H 0.207; C -0.393; H 0.192; H 0.194; H 0.241; H 0.218

No. 2
C22H33N3O2 in the gas phase in a non-equilibrium geometry, computed with ωB97M-V/def2-TZVPD.

Cartesian coordinates (Å):
C (0.90, -0.28, -2.83)
H (-1.20, -1.33, 3.08)
H (1.78, -0.20, -3.47)
C (1.49, 3.03, -0.80)
H (-2.47, 3.80, 0.16)
H (2.15, 2.66, 0.00)
H (0.88, 2.43, -2.77)
C (-1.68, -0.30, -2.96)
H (-1.17, -2.94, 0.77)
H (2.82, -3.72, 2.08)
C (2.43, -4.01, 0.00)
H (-2.59, 3.71, -2.89)
C (-2.17, 1.89, -1.82)
H (-2.69, 5.18, -0.92)
N (0.15, 1.62, 1.32)
H (-2.35, 1.48, -0.83)
O (1.59, -0.49, 1.95)
N (-0.46, 2.65, 0.70)
O (-1.66, 0.70, 2.40)
H (0.18, 0.63, -1.03)
H (1.12, 1.37, 1.11)
H (0.97, -2.58, 5.00)
C (-2.22, 4.20, -0.82)
C (-0.15, -3.24, 0.56)
C (2.07, -3.68, 1.30)
N (-0.23, -1.52, 2.86)
H (-2.69, 1.39, -3.86)
C (0.21, -3.57, -0.74)
H (0.84, -1.32, -2.48)
C (0.09, 3.27, -0.26)
C (-0.50, 0.69, 2.05)
C (-2.64, 0.90, -2.88)
C (1.11, 0.62, -1.60)
C (-0.70, 4.38, -0.90)
H (-0.34, 1.09, -3.93)
H (-0.52, -3.52, 3.27)
C (1.52, 2.04, -1.98)
H (3.45, -4.30, -0.21)
H (-0.39, 4.48, -1.94)
C (-0.35, 0.04, -3.65)
H (-0.28, -0.53, -4.59)
H (2.54, 2.02, -2.38)
H (-0.43, 5.31, -0.39)
H (2.20, -2.24, 3.78)
C (0.78, -3.29, 1.59)
H (1.79, -4.20, -2.03)
H (1.88, 0.17, -0.97)
H (-1.10, 2.01, -1.94)
H (-3.87, 3.21, -1.78)
H (-2.18, -1.11, -3.51)
H (-0.53, -3.52, -1.53)
C (1.39, -2.91, 4.05)
C (0.31, -2.87, 2.97)
H (1.89, 3.99, -1.14)
H (1.77, -3.92, 4.17)
H (-1.50, -0.66, -1.95)
C (1.51, -3.95, -1.02)
C (0.43, -0.50, 2.30)
H (-3.64, 0.55, -2.64)
C (-2.79, 3.28, -1.90)

Total charge: 0

These are the natural (NBO) partial charges, in e, on atoms 1 to 8: C -0.387; H 0.434; H 0.197; C -0.478; H 0.232; H 0.207; H 0.197; C -0.404

No. 3
C22H33N3O6S in the gas phase in a non-equilibrium geometry, computed with ωB97M-V/def2-TZVPD.

Cartesian coordinates (Å):
C (1.76, 0.05, 2.85)
C (-0.79, -1.45, -0.47)
C (-3.17, -0.46, 4.63)
C (-1.53, -2.22, -3.02)
H (-0.14, -3.20, 1.71)
C (1.40, 3.10, -2.54)
N (1.34, -1.29, 2.51)
H (-1.93, 2.27, -2.89)
H (-2.05, -0.17, 2.80)
H (2.48, 0.01, 3.68)
N (0.55, -3.48, -0.24)
H (2.81, 2.56, 0.59)
C (1.20, -4.52, -0.82)
H (0.90, 1.92, 3.49)
C (-2.02, -1.04, -2.50)
H (0.53, 4.39, -4.83)
H (3.48, 3.43, -0.79)
H (0.33, 2.65, -5.06)
H (3.21, 1.69, -0.89)
H (0.58, 0.16, 5.29)
H (-0.44, 4.20, -2.54)
O (-3.27, 1.41, -1.10)
H (-2.70, -0.42, -3.05)
H (0.93, 0.77, -1.12)
H (2.26, 0.47, 1.97)
H (1.45, -3.98, 1.52)
H (2.02, 3.97, -2.78)
H (-0.87, 1.08, 4.87)
C (-0.28, -2.63, -0.99)
O (-1.84, 0.93, 0.85)
O (1.88, -5.31, -0.20)
H (-0.16, 0.96, 2.44)
C (-0.15, 0.35, 4.50)
C (-1.63, -0.67, -1.23)
S (-2.02, 0.95, -0.58)
H (-3.16, -1.11, 5.50)
C (-0.03, 3.32, -3.04)
H (-0.51, 1.22, -3.16)
H (-1.09, 3.68, -4.88)
H (0.41, 1.56, 0.38)
C (-0.64, -3.00, -2.29)
O (2.17, -1.35, 0.41)
C (-0.88, 2.11, -2.63)
H (0.70, -1.70, 3.18)
H (0.99, 3.76, -0.54)
H (-1.81, -2.56, -4.01)
C (-0.07, 3.52, -4.55)
C (0.80, -3.19, 1.15)
H (-3.05, 0.57, 4.97)
H (-0.56, -1.11, 0.53)
C (2.82, 2.62, -0.49)
C (-2.06, -0.85, 3.66)
H (1.89, -4.04, -2.77)
O (-0.17, -4.14, -2.86)
C (0.56, 0.91, 3.26)
C (1.41, 2.87, -1.02)
H (1.83, 2.23, -3.03)
C (1.52, -1.84, 1.30)
H (-4.13, -0.55, 4.13)
C (0.50, 1.69, -0.70)
H (-2.23, -1.87, 3.31)
O (-0.78, -0.90, 4.28)
C (1.06, -4.61, -2.34)
N (-0.83, 1.93, -1.20)
H (1.15, -5.65, -2.64)

Total charge: 0

These are the natural (NBO) partial charges, in e, on atoms 1 to 8: C -0.229; C -0.241; C -0.635; C -0.245; H 0.211; C -0.403; N -0.625; H 0.235

Energy above the lowest of the compared OMol25 structures with the same formula, charge and spin, respectively: 45.7; 139.8; 46.8 kJ/mol.
E_tot, respectively: -31916.637; -31915.662; -50941.144 eV.